1.
78
Properties=species:S:1:pos:R:3 method="wB97M-V/def2-TZVPD" homo_lumo_gap_ev=9.67 e_lumo_ev=0.5 de_lowest_kcal_mol=24.57 smiles="COP(=O)(OC)OC.COP(=O)(OC)OC.COP(=O)(OC)OC.COP(=O)(OC)OC.CC(C)=O" e_homo_ev=-9.20
C 0.19 3.82 -1.74
O -0.72 3.78 -2.89
P -2.30 3.99 -2.72
O -2.92 2.99 -1.76
O -2.33 5.36 -2.12
C -3.61 5.89 -1.61
O -3.06 4.02 -4.06
C -3.75 2.92 -4.61
H 1.08 3.42 -2.22
H -0.16 3.34 -1.04
H 0.64 4.76 -1.45
H -3.50 7.02 -1.29
H -3.97 5.25 -0.83
H -4.33 6.08 -2.23
H -3.14 2.07 -4.58
H -4.22 3.05 -5.57
H -4.57 2.66 -4.04
C -3.45 -4.74 -0.38
O -2.05 -4.57 -0.44
P -1.44 -3.57 0.62
O -2.28 -2.99 1.66
O -0.81 -4.88 1.40
C 0.24 -5.52 0.72
O -0.09 -2.63 0.24
C 0.69 -1.69 1.02
H -3.96 -3.83 -0.24
H -3.83 -5.25 0.37
H -3.53 -5.08 -1.36
H 0.52 -6.44 1.40
H 0.97 -5.03 0.15
H -0.26 -6.24 -0.03
H 1.49 -1.43 0.28
H 1.15 -2.20 1.95
H 0.05 -0.72 1.45
C 2.67 1.27 -0.23
O 3.68 0.87 0.82
P 3.50 1.30 2.31
O 2.95 2.68 2.52
O 2.46 0.24 3.04
C 1.26 0.62 3.58
O 4.98 1.13 2.90
C 5.92 2.21 2.68
H 1.58 0.98 0.09
H 3.08 0.86 -1.05
H 2.42 2.34 -0.34
H 0.72 1.22 2.81
H 1.57 1.12 4.46
H 0.74 -0.33 3.70
H 6.19 2.46 1.67
H 7.08 1.92 3.20
H 5.86 3.11 3.07
C -0.72 -0.37 -3.02
O -1.81 0.40 -2.49
P -2.64 -0.01 -1.22
O -2.54 -1.54 -1.19
O -1.83 0.66 0.04
C -2.52 0.96 1.23
O -4.18 0.40 -1.34
C -5.05 0.04 -2.39
H -0.01 0.29 -3.58
H -1.00 -1.53 -3.27
H -0.21 -0.72 -2.20
H -2.90 0.00 1.59
H -3.12 1.79 0.90
H -1.79 1.18 2.05
H -4.87 0.41 -3.38
H -6.03 0.39 -2.15
H -5.21 -1.02 -2.47
C 4.25 -2.53 1.27
C 4.54 -3.48 2.37
C 5.31 -2.97 3.53
O 4.00 -4.67 2.31
H 4.00 -2.95 0.45
H 5.27 -2.04 0.77
H 3.45 -1.85 1.34
H 6.09 -3.56 3.85
H 4.40 -2.88 4.33
H 5.70 -1.99 3.41

2.
70
Properties=species:S:1:pos:R:3 method="wB97M-V/def2-TZVPD" multiplicity=2 homo_lumo_gap_ev="4.81 / 4.75" e_lumo_ev="-2.8 / -2.7" s_squared=0.7703 de_lowest_kcal_mol=76.61 e_homo_ev="-7.61 / -7.47"
Ir -0.21 -0.09 -0.21
C 2.79 2.34 -0.41
C 2.53 0.97 0.12
C 2.56 -0.14 -0.73
C 2.44 -1.44 -0.23
C 2.57 -2.62 -1.15
C 2.26 -1.62 1.13
C 2.18 -0.53 2.00
C 2.00 -0.74 3.47
C 2.33 0.75 1.48
H 3.86 2.52 -0.45
H 2.35 3.10 0.24
H 2.38 2.46 -1.41
H 2.78 0.01 -1.78
H 3.62 -2.89 -1.26
H 2.17 -2.40 -2.13
H 2.04 -3.48 -0.74
H 2.18 -2.62 1.52
H 1.49 0.12 3.91
H 2.97 -0.84 3.95
H 1.42 -1.64 3.67
H 2.29 1.60 2.15
S -6.13 -4.52 1.08
C -4.88 -3.48 1.00
S -3.23 -3.94 1.37
C -2.48 -2.43 0.90
C -3.34 -1.42 0.48
S -2.90 0.11 -0.07
S -5.04 -1.82 0.50
S -0.79 -2.32 0.99
N -0.10 -0.74 -2.07
P -0.37 -0.02 -3.44
C 1.03 1.04 -3.93
C 0.97 2.43 -3.96
C 2.12 3.16 -4.23
C 3.32 2.51 -4.46
C 3.38 1.12 -4.44
C 2.23 0.39 -4.18
C -1.86 1.00 -3.29
C -1.79 2.01 -2.34
C -2.93 2.73 -2.02
C -4.14 2.41 -2.61
C -4.21 1.38 -3.54
C -3.07 0.67 -3.89
C -0.56 -1.23 -4.78
C -0.59 -0.82 -6.11
C -0.67 -1.76 -7.12
C -0.72 -3.11 -6.80
C -0.70 -3.52 -5.47
C -0.62 -2.58 -4.46
H 0.04 2.94 -3.77
H 2.07 4.24 -4.23
H 4.21 3.08 -4.67
H 4.32 0.62 -4.62
H 2.26 -0.69 -4.15
H -0.86 2.23 -1.84
H -2.86 3.52 -1.28
H -5.03 2.94 -2.34
H -5.16 1.11 -3.98
H -3.12 -0.14 -4.61
H -0.54 0.24 -6.34
H -0.68 -1.45 -8.15
H -0.77 -3.85 -7.59
H -0.74 -4.57 -5.23
H -0.59 -2.87 -3.42
F -0.36 1.76 0.99
B -0.45 3.25 1.21
F -1.59 3.47 1.89
F 0.68 3.59 1.89
F -0.47 3.79 -0.05

3.
20
Properties=species:S:1:pos:R:3 method="wB97M-V/def2-TZVPD" homo_lumo_gap_ev=8.47 e_lumo_ev=0.6 de_lowest_kcal_mol=83.69 e_homo_ev=-7.90
C 2.59 0.61 -0.83
C -2.43 1.29 0.03
C -2.07 2.01 1.14
C -1.34 0.49 -0.25
C -0.44 0.65 0.78
C 1.90 -0.57 -0.36
C 1.33 -0.40 1.09
N 3.14 1.34 -1.54
N -0.96 1.52 1.70
N 1.00 -1.71 1.61
O -1.11 -0.38 -1.27
H -3.19 1.67 -0.73
H -2.60 2.82 1.70
H 1.08 -0.74 -1.01
H 2.70 -1.44 -0.21
H 1.75 0.30 1.84
H -0.70 1.86 2.60
H 0.91 -2.38 0.79
H 0.04 -1.79 1.98
H -1.97 -0.75 -1.65

4.
118
Properties=species:S:1:pos:R:3 method="wB97M-V/def2-TZVPD" multiplicity=2 homo_lumo_gap_ev="8.63 / 3.40" e_lumo_ev="-2.3 / -7.5" s_squared=0.7548 total_charge=+1 e_homo_ev="-10.94 / -10.90"
C -16.82 10.38 19.08
C -16.69 10.97 17.69
O -15.69 11.92 17.76
O -17.19 11.32 20.10
H -15.86 9.98 19.39
H -17.54 9.57 19.09
H -17.56 11.40 17.19
H -16.34 10.26 16.95
H -15.78 12.35 18.61
H -18.14 11.44 20.23
C -13.46 5.57 14.58
O -14.28 6.35 13.70
C -15.18 5.65 12.86
C -16.47 5.79 13.52
N -16.92 7.17 13.75
C -18.10 7.21 14.67
C -17.77 6.58 16.06
O -18.46 7.41 17.01
C -18.74 6.76 18.28
H -14.17 5.06 15.23
H -12.81 6.09 15.29
H -12.97 4.71 14.13
H -14.78 4.64 12.73
H -15.29 6.08 11.86
H -16.42 5.28 14.48
H -17.16 5.26 12.86
H -16.18 7.75 14.13
H -18.87 6.78 14.02
H -18.07 8.29 14.56
H -16.71 6.60 16.31
H -18.19 5.58 16.17
H -17.84 6.41 18.78
H -19.32 5.90 17.94
H -19.42 7.36 18.88
C -23.39 12.26 10.76
O -22.69 11.65 11.80
C -22.03 10.45 11.39
C -21.49 9.65 12.44
N -20.28 10.05 13.15
C -20.47 11.29 13.93
C -19.14 11.65 14.67
O -17.95 11.42 13.90
C -16.82 12.28 14.18
H -23.40 11.82 9.77
H -22.98 13.22 10.44
H -24.44 12.42 11.02
H -21.28 10.64 10.62
H -22.67 9.81 10.78
H -21.25 8.75 11.88
H -22.27 9.17 13.03
H -19.41 10.04 12.64
H -21.33 11.23 14.59
H -20.73 12.15 13.31
H -19.06 10.90 15.46
H -19.21 12.68 15.00
H -16.23 12.20 13.26
H -16.25 11.97 15.05
H -17.11 13.31 14.34
C -20.64 10.94 18.39
C -21.35 12.34 18.58
C -22.78 12.31 18.95
O -20.85 13.05 19.71
H -19.61 11.06 18.04
H -21.09 10.25 17.67
H -20.51 10.46 19.36
H -21.17 12.93 17.68
H -23.09 13.35 18.95
H -22.94 11.91 19.95
H -23.54 11.82 18.34
H -21.38 12.97 20.51
C -13.29 5.96 20.45
C -14.73 6.59 20.65
C -14.58 7.88 21.58
O -15.06 6.97 19.39
H -12.58 6.78 20.37
H -13.22 5.30 19.58
H -13.01 5.43 21.36
H -15.28 5.77 21.10
H -15.55 8.06 22.04
H -14.23 8.81 21.15
H -13.88 7.59 22.36
H -15.78 7.61 19.41
C -15.55 12.74 22.62
C -15.00 14.08 23.15
C -16.06 15.22 22.97
O -14.71 13.92 24.50
H -15.91 12.98 21.62
H -16.37 12.45 23.28
H -14.92 11.89 22.35
H -14.12 14.45 22.63
H -17.10 14.93 23.13
H -16.00 15.80 22.05
H -15.90 15.99 23.73
H -14.09 13.19 24.57
C -19.32 11.79 23.39
C -20.58 10.91 23.30
C -21.25 10.81 24.68
O -21.33 11.53 22.37
H -19.40 12.53 24.19
H -19.08 12.32 22.47
H -18.43 11.17 23.46
H -20.24 9.90 23.06
H -22.10 10.16 24.48
H -21.69 11.80 24.81
H -20.68 10.42 25.53
H -21.59 12.34 22.82
C -12.22 8.59 16.57
C -12.90 9.49 17.55
C -12.04 10.24 18.56
O -13.48 10.42 16.58
H -11.59 7.77 16.93
H -11.57 9.08 15.85
H -13.00 8.02 16.06
H -13.48 8.82 18.19
H -11.27 10.91 18.16
H -11.51 9.47 19.12
H -12.58 10.80 19.33
H -14.13 10.92 17.09

5.
6
Properties=species:S:1:pos:R:3 method="wB97M-V/def2-TZVPD" homo_lumo_gap_ev=9.41 e_lumo_ev=0.1 de_lowest_kcal_mol=36.35 smiles="N=C=CCl" e_homo_ev=-9.27
N 1.55 -0.67 0.25
C 0.37 -0.27 0.13
C -0.73 0.41 -0.08
Cl -2.49 0.02 -0.19
H 2.15 -0.80 -0.52
H -0.86 1.31 0.40

6.
10
Properties=species:S:1:pos:R:3 method="wB97M-V/def2-TZVPD" homo_lumo_gap_ev=8.65 e_lumo_ev=4.3 total_charge=-1 de_lowest_kcal_mol=3.34 e_homo_ev=-4.31
O -0.11 1.33 -0.55
C -0.76 0.29 -0.85
O -1.93 0.23 -1.27
C -0.01 -1.05 -0.66
H 0.07 -1.35 0.39
H -0.55 -1.85 -1.19
H 0.98 -0.97 -1.07
H 0.87 1.18 0.95
H 0.34 0.89 2.33
O 1.10 1.30 1.91